Entry 1:
# C17H20N4

A structure of composition C17H20N4 at a distorted geometry (the ωB97M-V functional and the def2-TZVPD basis, the Open Molecules 2025 dataset).

Each line ends with the Löwdin charge.
Element x y z (Å)
N1 2.25292 0.87799 -0.59036  0.063
C1 1.30528 1.34838 0.20993  -0.158
C2 1.89363 -0.08789 -1.55378  -0.054
C3 -1.75080 2.86582 2.98919  -0.025
C4 0.25191 1.44360 3.11376  -0.044
C5 -0.39741 0.02621 -0.63797  0.018
C6 -1.38650 3.48761 4.14513  -0.077
C7 0.66936 2.11808 4.24452  -0.029
C8 0.00935 0.88961 0.26295  -0.257
C9 -0.87143 1.88047 2.39749  -0.254
C10 0.53619 -0.56918 -1.57113  -0.154
C11 -0.25494 3.03806 4.82108  -0.242
N2 -1.08298 1.26945 1.16581  0.071
N3 0.22364 -1.64800 -2.42612  -0.086
N4 -0.11466 -4.36337 -3.40687  0.026
C12 0.25632 3.72328 6.11791  -0.064
C13 1.32907 -2.24778 -3.23318  -0.128
C14 -0.99233 -2.41818 -2.32401  -0.107
C15 -0.43006 -2.87552 -4.84919  -0.095
C16 0.73125 -3.36020 -4.08933  -0.355
C17 -1.21271 -3.39142 -3.58853  -0.209
H1 1.47013 2.33534 0.67155  0.131
H2 2.57860 -0.47285 -2.41908  0.116
H3 -2.64698 3.24434 2.43680  0.116
H4 0.88598 0.80485 2.51047  0.100
H5 -1.45179 -0.24272 -0.68414  0.115
H6 -1.92825 4.26282 4.56611  0.088
H7 1.56384 1.77482 4.71615  0.105
H8 -2.03824 1.42077 0.84766  0.137
H9 -0.21007 -5.15537 -3.96614  0.074
H10 1.28402 3.96228 6.14007  0.046
H11 0.15099 3.09481 7.02361  0.080
H12 -0.19960 4.70297 6.30537  0.070
H13 2.08789 -2.74254 -2.57439  0.138
H14 1.88734 -1.62399 -3.88415  0.100
H15 -1.77981 -1.69189 -2.30237  0.094
H16 -1.06657 -2.93560 -1.34234  0.133
H17 -0.56367 -3.30598 -5.82034  0.105
H18 -0.33638 -1.76053 -4.92352  0.123
H19 1.53649 -3.80956 -4.69153  0.147
H20 -2.18901 -3.86899 -3.80711  0.141

Values from the calculation:
Highest occupied orbital energy   -7.36 eV
Gap between HOMO and LUMO   8.08 eV
Energy above the lowest of the compared OMol25 structures with the same formula, charge and spin   109.3 kcal/mol

Entry 2:
# C5H11NO

An isolated molecule of C5H11NO at a distorted geometry (the ωB97M-V functional and the def2-TZVPD basis, the Open Molecules 2025 dataset).

Each line ends with the Löwdin charge.
Element x y z (Å)
C1 0.11441 2.28875 0.06715  -0.076
N1 0.35338 1.40815 -1.08865  0.018
C2 0.50027 0.03552 -0.99898  -0.485
O1 0.89732 -0.58351 -1.96627  0.055
C3 0.07628 -0.62910 0.30145  -0.335
C4 -1.44417 -0.70467 0.40433  -0.059
C5 0.77950 -2.00150 0.40557  -0.061
H1 0.11894 3.30574 -0.32024  0.082
H2 0.98460 2.21612 0.72199  0.083
H3 -0.81670 2.08092 0.57376  0.069
H4 0.67686 1.85264 -1.93414  0.131
H5 0.49786 -0.04375 1.11629  0.120
H6 -1.91786 -0.60457 -0.57275  0.089
H7 -1.86790 -1.62099 0.82425  0.076
H8 -1.83990 0.03713 1.10158  0.069
H9 0.25436 -2.62193 1.13653  0.074
H10 1.80307 -1.87269 0.75854  0.079
H11 0.82968 -2.54225 -0.53041  0.073

Values from the calculation:
SMILES string   CNC(=O)C(C)C
Highest occupied orbital energy   -9.49 eV
Gap between HOMO and LUMO   10.37 eV
Energy above the lowest of the compared OMol25 structures with the same formula, charge and spin   11.6 kcal/mol

Entry 3:
# C4H8NS

The ion C4H8NS with charge +1 at a distorted geometry (the ωB97M-V functional and the def2-TZVPD basis, the Open Molecules 2025 dataset).

Each line ends with the Löwdin charge.
Element x y z (Å)
N1 0.04449 1.86544 -0.36432  0.245
C1 -0.36822 0.48141 -0.18955  -0.629
C2 -0.17927 -0.38537 1.14846  -0.088
C3 0.23253 -1.62081 0.21690  -0.141
C4 0.04599 -0.73056 -0.97808  -0.491
S1 -1.66508 -0.24494 -1.25490  0.996
H1 -0.22582 2.42707 0.45888  0.202
H2 -0.14961 2.26863 -1.25623  0.161
H3 1.05163 1.74965 -0.46885  0.184
H4 -0.97844 -0.38579 1.92584  0.122
H5 0.72684 -0.28258 1.75732  0.107
H6 1.23689 -1.93101 0.55011  0.123
H7 -0.42167 -2.51859 0.24812  0.128
H8 0.64975 -0.69254 -1.79370  0.080

Values from the calculation:
SMILES string   [NH3+][C@]12CC[C@H]1S2
Highest occupied orbital energy   -13.62 eV
Gap between HOMO and LUMO   9.75 eV
Net charge   +1
Energy above the lowest of the compared OMol25 structures with the same formula, charge and spin   32.3 kcal/mol

Entry 4:
# C3H3NO3

A structure of composition C3H3NO3 at a distorted geometry (the ωB97M-V functional and the def2-TZVPD basis, the Open Molecules 2025 dataset).

Each line ends with the Löwdin charge.
Element x y z (Å)
C1 -0.27130 -0.68546 -0.56112  0.068
C2 -0.43625 1.13203 0.09416  -0.550
O1 0.55973 1.98778 -0.16985  0.133
N1 0.27891 -0.11709 0.95832  0.237
C3 0.33375 -1.38240 0.62486  -0.540
O2 -1.58789 1.42891 0.14592  0.149
O3 0.66708 -2.48858 0.93995  0.110
H1 1.41108 1.57323 0.03926  0.133
H2 -1.33286 -0.86181 -0.65280  0.129
H3 0.37777 -0.58661 -1.41869  0.130

Values from the calculation:
Highest occupied orbital energy   -10.11 eV
Gap between HOMO and LUMO   9.84 eV
Energy above the lowest of the compared OMol25 structures with the same formula, charge and spin   99.4 kcal/mol

Entry 5:
# C16H18N6OS2

An isolated molecule of C16H18N6OS2 at a distorted geometry (the ωB97M-V functional and the def2-TZVPD basis, the Open Molecules 2025 dataset).

Each line ends with the Löwdin charge.
Element x y z (Å)
C1 -3.04691 -0.41758 -2.73227  -0.118
C2 -3.69080 0.25413 -1.52674  -0.225
C3 -2.72295 1.17899 -0.77708  -0.160
N1 -1.68758 0.45336 -0.09323  0.016
C4 -0.45843 0.14984 -0.60898  -0.621
S1 0.08692 0.65930 -2.18993  0.989
C5 1.39867 1.87400 -1.74372  -0.332
C6 1.72943 1.80185 -0.27840  -0.550
O1 1.25227 2.56209 0.53394  0.081
N2 2.61916 0.83870 0.11556  0.093
C7 3.12638 -0.21190 -0.60147  -0.626
N3 3.14122 -0.33607 -1.87960  0.076
C8 3.71972 -1.50331 -2.27783  -0.441
C9 3.79934 -1.80863 -3.73224  -0.034
C10 4.17379 -2.28186 -1.26169  -0.368
S2 3.86208 -1.54861 0.26915  1.039
N4 0.25183 -0.52654 0.25307  0.040
N5 -0.47528 -0.65572 1.35726  0.088
C11 -1.64219 -0.07726 1.16859  -0.237
C12 -2.62675 -0.00388 2.23230  -0.118
C13 -2.16238 -0.15590 3.54404  -0.008
C14 -3.05826 -0.08818 4.59193  -0.050
C15 -4.39706 0.13818 4.30019  -0.148
N6 -4.85186 0.26430 3.06687  0.062
C16 -3.99826 0.18844 2.06291  -0.097
H1 -2.68251 0.32378 -3.43867  0.064
H2 -3.77202 -1.05115 -3.23663  0.075
H3 -2.20634 -1.03862 -2.43027  0.057
H4 -4.06447 -0.51585 -0.84806  0.100
H5 -4.53952 0.85741 -1.85386  0.114
H6 -3.25777 1.78596 -0.04206  0.124
H7 -2.23317 1.84276 -1.49639  0.109
H8 2.25657 1.62763 -2.36483  0.062
H9 1.00030 2.86294 -1.97153  0.084
H10 2.72606 0.76867 1.12156  0.148
H11 2.79839 -1.80891 -4.15977  0.079
H12 4.26272 -2.77752 -3.89277  0.076
H13 4.38039 -1.04139 -4.24109  0.080
H14 4.66316 -3.23232 -1.31685  0.064
H15 -1.10884 -0.32317 3.70437  0.110
H16 -2.72799 -0.20167 5.61252  0.103
H17 -5.14045 0.21671 5.08223  0.104
H18 -4.45383 0.27002 1.08728  0.093

Values from the calculation:
SMILES string   CCCn1c(SCC(=O)Nc2nc(C)cs2)nnc1-c1cccnc1
Highest occupied orbital energy   -8.34 eV
Gap between HOMO and LUMO   8.83 eV
Energy above the lowest of the compared OMol25 structures with the same formula, charge and spin   2.3 kcal/mol

Entry 6:
# C5H12O

A cluster of 2 separate species, C5H12O in total at a distorted geometry (the ωB97M-V functional and the def2-TZVPD basis, the Open Molecules 2025 dataset).

Each line ends with the Löwdin charge.
Element x y z (Å)
C1 2.38433 -2.73198 -0.78810  0.028
C2 1.32617 -2.24883 -0.13040  -0.400
C3 1.24384 -2.41804 1.34508  -0.086
C4 0.24765 -1.36236 -0.73843  -0.216
C5 0.00000 0.00000 0.00000  -0.110
H1 3.16547 -3.33560 -0.31199  0.061
H2 2.38555 -2.66837 -1.88225  0.059
H3 1.14037 -1.44716 1.85821  0.072
H4 2.09549 -2.96115 1.78815  0.081
H5 0.32560 -3.00516 1.51457  0.090
H6 -0.68690 -1.92631 -0.92288  0.113
H7 0.57419 -0.92746 -1.70263  0.106
H8 -0.37052 -0.05350 1.03753  0.069
H9 -0.75794 0.50961 -0.61841  0.010
H10 0.92554 0.59986 -0.01255  0.091
O1 -1.59810 1.40664 -1.86634  -0.089
H11 -2.47458 1.71668 -2.18872  0.069
H12 -1.58801 0.44269 -2.06372  0.051

Values from the calculation:
SMILES string   C=C(C)CC.O
Highest occupied orbital energy   -9.16 eV
Gap between HOMO and LUMO   9.84 eV
Energy above the lowest of the compared OMol25 structures with the same formula, charge and spin   32.9 kcal/mol

Entry 7:
# C5H13NO3

A structure of composition C5H13NO3 (the ωB97M-V functional and the def2-TZVPD basis, the Open Molecules 2025 dataset).

Each line ends with the Löwdin charge.
Element x y z (Å)
C1 -0.94298 -0.89054 0.38934  -0.282
C2 -1.72855 0.09051 -0.48440  -0.204
C3 -1.86073 1.50324 0.08247  -0.088
O1 -1.39071 -0.85718 1.70133  -0.009
H1 -0.74374 -1.32961 2.25094  0.095
H2 0.21467 -0.11241 0.36296  0.107
H3 -0.97504 -1.88984 -0.05352  0.131
H4 -1.26873 0.10659 -1.47768  0.110
H5 -2.72527 -0.34579 -0.61650  0.115
H6 -2.45764 2.12362 -0.58875  0.074
H7 -0.88618 1.97200 0.21757  0.064
H8 -2.35124 1.47568 1.05492  0.077
C4 1.85074 1.26437 -0.59079  -0.191
C5 1.10774 -1.25161 0.60829  -0.490
N1 1.58581 -1.75248 -0.56715  0.172
O2 1.26425 0.67843 0.54440  -0.241
O3 1.24826 -1.67116 1.71530  0.112
H9 1.58817 -1.14201 -1.36879  0.094
H10 2.41823 -2.31580 -0.46007  0.123
H11 2.88155 0.91711 -0.74026  0.078
H12 1.28386 1.07586 -1.51981  0.073
H13 1.88750 2.35099 -0.45980  0.081

Values from the calculation:
Highest occupied orbital energy   -8.69 eV
Gap between HOMO and LUMO   9.37 eV
Energy above the lowest of the compared OMol25 structures with the same formula, charge and spin   99.5 kcal/mol